{"formula": "C21H53BN8O11PS", "method": "ωB97M-V/def2-TZVPD", "species": ["S", "P", "O", "O", "O", "O", "O", "O", "O", "O", "O", "O", "O", "N", "N", "N", "N", "N", "N", "N", "N", "C", "C", "C", "C", "C", "C", "C", "C", "C", "C", "C", "C", "C", "C", "C", "C", "C", "C", "C", "C", "C", "B", "H", "H", "H", "H", "H", "H", "H", "H", "H", "H", "H", "H", "H", "H", "H", "H", "H", "H", "H", "H", "H", "H", "H", "H", "H", "H", "H", "H", "H", "H", "H", "H", "H", "H", "H", "H", "H", "H", "H", "H", "H", "H", "H", "H", "H", "H", "H", "H", "H", "H", "H", "H", "H"], "positions_angstrom": [[-4.119, -1.998, -2.498], [-5.905, -2.215, -1.334], [-7.947, -5.863, -2.852], [2.168, 7.616, -0.193], [1.525, -5.200, -3.261], [-5.814, -1.547, 0.281], [-7.102, -1.433, -2.074], [4.257, 2.114, 1.889], [-3.240, -4.530, -3.705], [-6.348, -3.935, -1.279], [-1.560, 0.442, -4.448], [-0.739, -0.530, 0.023], [4.890, 5.068, 5.089], [-2.265, -3.890, -1.296], [4.021, 1.144, 3.978], [7.049, 5.833, 4.759], [1.421, 0.235, -0.307], [1.252, -3.091, -4.177], [-8.961, -6.903, -1.050], [-4.022, 0.333, -4.957], [2.732, 5.932, 1.293], [-9.634, -8.078, -0.535], [6.075, 5.093, 5.395], [1.366, 5.744, 1.735], [0.447, -0.505, 0.329], [0.890, -4.400, -3.938], [2.999, 6.888, 0.336], [-2.837, 0.500, -3.999], [3.549, 2.368, 4.590], [-3.095, 0.703, -2.361], [1.049, 1.064, -1.434], [3.773, 5.108, 1.871], [8.434, 5.809, 5.182], [2.478, -2.584, -3.597], [2.806, 0.211, 0.116], [-2.902, -0.785, -1.690], [-8.521, -6.823, -2.354], [4.146, -0.044, 4.796], [-8.743, -5.778, -0.165], [4.339, 1.147, 2.636], [6.677, 6.662, 3.632], [0.444, -2.205, -4.991], [-3.134, -3.640, -2.518], [3.424, -0.142, -0.715], [-9.237, -4.896, -0.583], [0.141, -1.347, -4.385], [-2.101, -4.904, -1.113], [3.339, 2.213, 5.651], [0.299, 1.791, -1.109], [2.420, -2.674, -2.508], [0.837, -1.099, 1.171], [-4.174, 1.121, -2.183], [-0.057, -4.682, -4.424], [-9.143, -5.987, 0.831], [1.042, -1.862, -5.840], [-1.385, -3.331, -1.310], [7.550, 7.187, 3.233], [-9.055, -8.479, 0.302], [8.737, 6.822, 5.460], [-8.737, -7.731, -2.939], [4.313, 3.142, 4.474], [4.512, -0.891, 4.209], [-3.846, -0.551, -5.508], [-9.731, -8.847, -1.306], [0.747, 5.474, 0.875], [4.751, 5.354, 1.449], [-0.448, -2.716, -5.363], [-3.667, -3.928, -4.410], [-7.669, -5.582, -0.097], [6.465, 4.499, 6.237], [-5.719, -2.260, 0.980], [3.109, 1.224, 0.394], [4.687, 0.167, 2.272], [-4.859, 0.197, -4.315], [6.240, 6.030, 2.854], [-10.630, -7.790, -0.187], [-2.978, -0.810, -0.522], [1.922, 1.589, -1.833], [-1.821, -1.178, -1.993], [3.165, -0.292, 5.211], [0.612, 0.432, -2.212], [-6.365, -4.274, -2.242], [8.573, 5.145, 6.040], [-2.239, 1.383, -1.944], [2.945, -0.453, 0.974], [3.548, 4.058, 1.667], [2.638, 2.694, 4.077], [4.848, 0.158, 5.610], [9.052, 5.456, 4.351], [3.317, -3.187, -3.956], [0.995, 6.685, 2.154], [1.310, 4.957, 2.492], [4.067, 6.948, 0.072], [5.927, 7.389, 3.957], [2.631, -1.537, -3.873], [3.797, 5.275, 2.952]], "forces_ev_per_a": [[0.86, 0.86, -0.22], [-8.52, 0.90, 0.70], [0.07, -0.09, 0.41], [0.40, -0.64, 0.48], [-0.44, 0.89, -0.43], [0.71, -3.15, -2.81], [5.85, -2.82, 2.53], [0.11, -0.52, 0.71], [-0.99, 4.69, 2.14], [2.44, 3.60, -1.24], [-7.93, 0.13, 2.81], [0.03, 0.08, -0.28], [0.79, 0.33, 0.04], [-1.31, -0.08, -2.66], [0.41, -0.42, -1.82], [-1.01, -1.01, 0.91], [-1.54, -1.33, 1.04], [-0.66, -1.32, 0.19], [0.53, -0.05, -1.69], [2.09, -1.10, 3.78], [0.48, 1.13, -1.13], [-0.01, 0.09, 0.09], [0.53, 0.72, -0.61], [-0.02, 0.27, -0.21], [1.54, 0.90, -0.62], [0.75, 0.37, 0.24], [-0.76, -0.32, 0.50], [4.74, -0.33, -2.51], [0.14, 0.31, -0.27], [-0.10, -0.69, -1.19], [-0.30, -0.06, -0.02], [-0.41, -0.17, 0.10], [-0.07, 0.09, -0.12], [0.14, -0.26, 0.11], [0.02, 0.26, -0.27], [1.62, 1.13, 0.40], [-0.36, -0.01, 1.14], [-0.03, 0.16, -0.02], [0.13, 0.20, -0.17], [-0.16, 0.30, 1.38], [-0.33, -0.03, -0.05], [0.24, 0.09, 0.17], [2.27, -3.63, 0.00], [0.10, -0.02, 0.14], [0.13, 0.02, 0.19], [-0.08, 0.08, -0.28], [0.27, 1.20, -0.44], [0.08, -0.05, -0.23], [0.09, 0.04, -0.20], [0.20, 0.05, -0.06], [0.05, 0.09, -0.08], [2.13, -0.69, -0.16], [-0.04, 0.10, -0.08], [0.04, -0.06, -0.25], [-0.25, 0.11, -0.02], [-0.97, -0.66, 0.47], [-0.12, -0.15, 0.16], [-0.18, -0.12, -0.04], [0.17, -0.15, 0.02], [-0.04, 0.05, 0.11], [-0.41, -0.07, 0.15], [-0.04, 0.17, 0.04], [-0.25, 1.53, 0.52], [0.05, 0.19, 0.09], [-0.13, 0.05, 0.17], [-0.23, 0.00, -0.06], [0.16, -0.03, 0.06], [0.68, -1.81, 1.16], [-0.19, 0.09, 0.13], [0.11, 0.06, -0.04], [0.00, 0.91, -1.01], [0.11, -0.36, -0.08], [0.03, -0.03, 0.16], [1.09, 0.18, -1.44], [0.07, 0.25, 0.03], [0.05, -0.21, 0.02], [-0.02, -0.03, -2.38], [-0.16, -0.15, 0.16], [-2.46, 0.75, 0.64], [0.15, -0.13, 0.09], [0.00, 0.22, -0.11], [-0.58, 0.37, 1.71], [-0.11, 0.10, -0.15], [-1.79, -1.35, -0.77], [-0.18, 0.08, -0.18], [0.28, 0.28, 0.16], [0.05, 0.12, 0.16], [-0.09, -0.21, 0.01], [0.13, 0.05, 0.18], [0.03, 0.18, 0.18], [-0.16, -0.18, -0.02], [0.15, 0.14, -0.13], [0.03, -0.10, 0.09], [0.06, -0.01, -0.22], [-0.12, -0.20, -0.02], [0.21, -0.14, -0.07]], "mulliken_charge": [-0.0095, 0.8825, -0.5911, -0.5927, -0.5982, -0.4682, -0.5843, -0.7036, -0.4714, -0.4400, -0.4953, -0.5844, -0.6065, -0.4234, 0.1787, 0.1288, 0.3214, 0.1495, 0.1216, -0.4970, 0.1651, -0.9087, 0.0611, -0.9818, -0.0956, 0.0228, 0.0547, 0.2410, -0.7270, -0.4100, -0.8270, -0.8232, -0.9303, -1.0379, -0.8786, -0.1905, 0.0799, -0.9938, -0.7403, -0.1794, -0.7344, -0.8461, 0.7367, 0.2684, 0.2994, 0.2385, 0.2676, 0.3747, 0.3063, 0.2941, 0.3763, 0.3490, 0.3629, 0.3743, 0.3700, 0.1624, 0.4110, 0.3346, 0.3407, 0.2843, 0.1822, 0.3343, 0.2917, 0.2929, 0.3095, 0.2765, 0.2685, 0.3014, 0.1102, 0.3112, 0.3512, 0.3217, 0.5258, 0.3469, 0.0959, 0.3325, 0.7045, 0.3906, -0.1645, 0.3490, 0.1281, 0.3469, 0.2908, 0.1947, 0.3273, 0.2217, 0.1978, 0.3448, 0.3414, 0.3529, 0.3302, 0.3200, 0.3313, 0.3015, 0.3976, 0.4533], "charge": 1}

{"formula": "C27H28AsBeSSbSe", "method": "ωB97M-V/def2-TZVPD", "species": ["Sb", "Se", "As", "S", "C", "C", "C", "C", "C", "C", "C", "C", "C", "C", "C", "C", "C", "C", "C", "C", "C", "C", "C", "C", "C", "C", "C", "C", "C", "C", "C", "Be", "H", "H", "H", "H", "H", "H", "H", "H", "H", "H", "H", "H", "H", "H", "H", "H", "H", "H", "H", "H", "H", "H", "H", "H", "H", "H", "H", "H"], "positions_angstrom": [[-1.550, -1.402, -1.020], [1.084, -4.025, -0.980], [0.112, 2.055, 1.069], [0.921, -0.974, 1.475], [-2.167, -7.163, 0.261], [-1.607, 0.235, -2.431], [0.861, 4.509, -0.363], [-0.606, -5.465, 0.892], [1.049, 2.947, 3.531], [1.078, 1.121, -0.323], [2.517, -0.797, -0.871], [-0.661, 6.010, -1.391], [3.317, 3.062, 4.390], [-2.911, -2.953, -1.655], [-0.858, -5.994, -1.407], [-1.842, -6.934, -1.049], [-0.152, 3.800, 0.208], [-1.458, 4.227, -0.045], [1.609, -0.140, 0.041], [-0.230, -5.200, -0.435], [3.762, 2.722, 3.126], [1.906, 3.168, 4.585], [0.610, 5.629, -1.180], [2.754, -0.301, -2.173], [1.489, 2.520, 2.297], [2.160, 0.936, -2.512], [-2.785, -0.832, 0.599], [-1.694, 5.303, -0.837], [-1.484, -6.448, 1.280], [2.861, 2.451, 2.082], [1.338, 1.631, -1.627], [0.546, -2.197, -0.082], [4.044, 3.333, 5.187], [1.526, 3.359, 5.563], [-2.312, -0.247, 1.320], [4.787, 2.664, 2.899], [3.317, -0.861, -2.882], [-3.712, -0.495, 0.246], [2.364, 1.385, -3.446], [0.033, 2.800, 3.649], [-3.900, -2.601, -1.509], [-2.452, 0.093, -3.100], [-0.463, -5.983, -2.429], [3.225, 2.150, 1.167], [-0.674, 0.104, -3.024], [-0.080, -4.853, 1.640], [-2.871, -3.220, -2.710], [-2.641, -3.818, -1.065], [-2.375, -7.457, -1.857], [-1.578, -6.605, 2.268], [-0.939, 6.752, -2.100], [1.445, 6.117, -1.698], [-2.895, -1.791, 1.111], [3.053, -1.698, -0.535], [-2.707, 5.607, -1.031], [0.966, 2.556, -1.935], [-2.272, 3.689, 0.399], [1.872, 4.234, -0.130], [-1.793, 1.194, -1.958], [-2.938, -7.909, 0.508]], "forces_ev_per_a": [[-0.21, 0.21, -0.16], [1.53, 0.68, -0.33], [-1.54, 0.19, -0.24], [0.93, -0.27, -0.11], [-0.16, -0.15, 1.51], [-0.13, -1.03, -0.56], [0.71, 1.21, -0.24], [1.32, 1.31, 0.36], [1.17, -0.96, 0.21], [0.82, 0.17, -1.31], [-0.55, 0.01, 0.18], [-1.04, 0.24, -0.92], [-0.88, 0.69, 0.28], [0.94, 0.38, -0.83], [0.41, -0.42, 0.13], [0.15, 0.42, -1.17], [-0.59, -0.62, -0.19], [0.29, -0.95, 0.72], [0.34, -0.14, -1.08], [-1.99, -1.86, -0.13], [-1.31, 0.06, -0.34], [1.72, -0.05, -0.28], [2.23, -0.80, 0.28], [-1.47, 1.36, 1.57], [1.70, 0.31, -0.24], [0.08, -1.17, 0.91], [0.66, -1.95, -0.36], [-1.06, 0.32, 0.19], [-0.13, 0.29, -4.33], [-0.66, 0.45, 2.08], [1.06, -1.99, 1.62], [0.01, 0.23, 0.15], [-0.77, -0.46, -0.59], [-0.25, 0.26, 0.50], [0.76, 1.52, 0.80], [1.24, -0.08, -0.07], [0.58, -0.22, -0.29], [-1.31, 0.65, -0.23], [0.11, 0.25, -1.01], [-2.14, 0.43, 0.86], [-0.97, 0.19, 0.59], [-0.09, -0.21, -0.16], [-0.51, 0.29, 0.24], [0.84, -0.63, -1.94], [-0.65, 0.69, 0.56], [-0.32, -0.44, -0.06], [0.45, 0.02, -0.01], [-0.22, -0.17, 0.19], [0.38, 0.09, 0.46], [-0.77, -0.74, 3.26], [0.17, 0.87, -0.36], [-0.34, -0.09, 0.39], [-0.39, -0.15, -0.10], [-0.46, 0.32, -0.13], [-0.28, 0.08, -0.06], [-0.63, 1.31, -0.27], [-0.39, -0.26, 0.10], [0.50, -0.14, -0.18], [0.65, 0.07, 0.18], [0.48, 0.40, -0.05]], "nbo_charge": [0.9291, -0.4093, 0.9231, -0.4632, -0.2259, -0.9651, -0.1579, -0.2387, -0.2276, -0.3954, -0.3061, -0.2143, -0.2080, -0.9559, -0.2407, -0.2076, -0.3409, -0.2214, -0.2242, -0.2137, -0.2041, -0.1844, -0.2272, -0.1898, -0.3214, -0.2407, -0.9681, -0.1998, -0.2033, -0.2112, -0.1375, 1.2536, 0.2188, 0.2112, 0.2498, 0.2094, 0.2253, 0.2225, 0.2122, 0.2084, 0.2226, 0.2298, 0.2182, 0.2067, 0.2441, 0.2130, 0.2367, 0.2473, 0.2131, 0.2086, 0.2119, 0.2154, 0.2298, 0.2456, 0.2094, 0.2115, 0.2132, 0.2052, 0.2432, 0.2145], "charge": 0}

{"formula": "C5H12O", "method": "ωB97M-V/def2-TZVPD", "species": ["O", "C", "C", "C", "C", "C", "H", "H", "H", "H", "H", "H", "H", "H", "H", "H", "H", "H"], "positions_angstrom": [[0.739, 0.625, -0.436], [0.883, 0.899, 1.002], [-0.378, 1.586, 1.501], [0.606, -1.810, -0.606], [-0.302, -0.672, -0.267], [-1.347, -0.380, -1.288], [-1.026, -0.397, -2.347], [1.048, -0.046, 1.532], [-0.787, 2.223, 0.711], [0.009, -2.715, -0.456], [-0.128, 2.223, 2.356], [1.574, 0.356, -0.878], [-2.100, -1.163, -1.140], [1.001, -1.833, -1.646], [-1.152, 0.868, 1.786], [1.461, -1.890, 0.085], [-1.845, 0.579, -1.092], [1.754, 1.548, 1.078]], "forces_ev_per_a": [[-0.08, -0.19, 0.47], [0.33, 0.40, 0.12], [0.08, 0.09, -0.05], [0.00, -0.21, -0.02], [-0.26, -0.45, -0.25], [-0.17, -0.05, -0.09], [0.00, -0.03, 0.02], [0.06, 0.27, -0.27], [0.09, 0.00, 0.12], [0.14, -0.04, -0.11], [-0.02, -0.06, -0.08], [-0.35, 0.14, 0.50], [-0.02, 0.08, -0.19], [-0.06, 0.02, 0.03], [0.29, 0.08, -0.12], [-0.22, 0.01, -0.13], [0.08, -0.22, -0.06], [0.11, 0.18, 0.12]], "nbo_charge": [-0.5736, -0.0541, -0.6395, -0.7131, -0.0629, -0.6929, 0.1573, 0.2127, 0.2190, 0.2397, 0.2114, 0.4994, 0.2272, 0.1503, 0.2443, 0.1967, 0.2085, 0.1696], "relative_energy_kcal_mol": 99.2, "charge": 0}

{"formula": "C19H24N2O2S", "method": "ωB97M-V/def2-TZVPD", "species": ["S", "O", "O", "N", "N", "C", "C", "C", "C", "C", "C", "C", "C", "C", "C", "C", "C", "C", "C", "C", "C", "C", "C", "C", "H", "H", "H", "H", "H", "H", "H", "H", "H", "H", "H", "H", "H", "H", "H", "H", "H", "H", "H", "H", "H", "H", "H", "H"], "positions_angstrom": [[5.027, -2.141, -0.467], [-3.003, 3.369, 0.266], [-3.776, -1.810, -1.383], [0.533, 2.788, -0.122], [-1.763, 1.585, -0.375], [-1.721, -1.706, 2.218], [-3.107, -1.839, -0.194], [-0.599, 3.551, 0.366], [-2.619, -0.606, 0.267], [1.967, 0.303, 0.605], [-2.195, -2.917, 1.754], [-2.889, -2.987, 0.557], [-2.833, 0.638, -0.556], [-1.928, 2.839, 0.076], [4.001, -0.752, -0.094], [3.975, -3.577, -0.108], [1.711, 2.789, 0.732], [-4.294, -3.013, -1.896], [4.580, 0.503, -0.254], [3.852, 1.645, 0.012], [2.685, -0.847, 0.337], [-1.939, -0.559, 1.472], [2.536, 1.561, 0.449], [0.863, 3.117, -1.493], [1.379, 2.755, 1.774], [-0.545, 3.654, 1.453], [4.590, -4.447, -0.317], [0.945, 0.219, 0.944], [1.256, 4.140, -1.595], [-2.923, 0.359, -1.611], [5.604, 0.570, -0.591], [-3.502, -3.743, -2.095], [-5.034, -3.454, -1.219], [3.106, -3.575, -0.759], [-4.781, -2.747, -2.833], [-0.030, 3.026, -2.109], [-2.033, -3.820, 2.324], [3.686, -3.572, 0.939], [-0.806, 1.266, -0.462], [-3.254, -3.944, 0.219], [2.323, 3.696, 0.597], [4.314, 2.613, -0.119], [-1.584, 0.395, 1.833], [-1.187, -1.650, 3.154], [2.206, -1.804, 0.471], [1.616, 2.418, -1.857], [-3.758, 1.143, -0.257], [-0.649, 4.567, -0.051]], "forces_ev_per_a": [[0.00, -0.20, 0.00], [-0.27, 0.25, 0.15], [0.16, 0.26, 0.25], [0.07, 0.33, 0.22], [0.11, -0.46, -0.14], [0.05, -0.10, 0.13], [0.10, 0.10, 0.15], [-0.10, 0.01, 0.01], [-0.04, -0.05, -0.16], [0.07, 0.13, 0.01], [0.06, 0.05, 0.09], [-0.17, -0.10, -0.26], [-0.28, 0.12, -0.19], [0.31, 0.09, -0.07], [0.15, -0.26, -0.06], [0.18, 0.59, -0.07], [-0.03, -0.14, 0.03], [-0.09, -0.20, -0.10], [0.01, -0.22, -0.01], [-0.14, 0.01, 0.08], [-0.02, -0.01, 0.01], [-0.10, -0.08, -0.09], [0.14, 0.06, 0.04], [0.04, -0.05, -0.08], [0.00, 0.09, -0.06], [0.00, -0.01, -0.07], [0.02, -0.05, -0.01], [-0.15, 0.00, 0.04], [-0.01, 0.01, 0.01], [-0.05, 0.10, 0.17], [0.13, 0.06, -0.05], [-0.03, 0.03, 0.03], [0.04, 0.01, -0.01], [-0.09, -0.10, 0.01], [0.02, -0.07, 0.06], [0.00, 0.00, -0.10], [0.01, -0.07, 0.04], [-0.08, -0.10, 0.05], [-0.05, 0.13, 0.08], [-0.04, -0.07, -0.07], [-0.04, -0.04, 0.06], [0.03, 0.12, -0.02], [0.06, 0.09, 0.00], [0.04, 0.00, 0.09], [-0.02, -0.11, 0.01], [0.00, 0.01, -0.10], [0.07, -0.08, -0.13], [-0.06, -0.09, 0.05]], "nbo_charge": [0.2541, -0.6362, -0.5137, -0.4661, -0.6213, -0.2412, 0.3780, -0.3102, -0.1039, -0.2178, -0.1989, -0.3126, -0.2504, 0.6671, -0.1629, -0.7424, -0.2463, -0.2517, -0.2322, -0.2132, -0.2369, -0.1917, 0.0354, -0.4208, 0.2079, 0.2229, 0.2374, 0.2153, 0.1706, 0.2151, 0.2184, 0.1754, 0.1775, 0.2193, 0.2017, 0.2086, 0.2130, 0.2200, 0.4240, 0.2160, 0.1744, 0.2107, 0.2162, 0.2137, 0.2160, 0.2117, 0.2458, 0.2042], "smiles": "COc1ccccc1CNC(=O)CN(C)Cc1ccc(SC)cc1", "relative_energy_kcal_mol": 29.1, "charge": 0}

Kohn-Sham gap per entry: 5.31 7.70 7.31 8.71 eV
Energy per entry: -2861.81926 -6336.01266 -272.79058 -1396.58746 hartree
HOMO energy per entry: -10.04 -7.45 -6.60 -8.09 eV